# 1
{
  "formula": "C10H10ClNO2Ti",
  "method": "ωB97M-V with the def2-TZVPD basis set",
  "e_tot_ha": -1901.99775,
  "total_charge": -1,
  "homo_lumo_gap_ev": [6.073, 7.200],
  "spin_multiplicity": 2,
  "elements": ["C", "C", "C", "H", "C", "C", "H", "H", "H", "H", "Ti", "Cl", "C", "C", "C", "H", "C", "C", "H", "H", "H", "H", "O", "N", "O"],
  "xyz": [[-0.4371, 1.8503, 1.4477], [-1.6670, 1.3826, 0.8689], [-1.5891, 1.5878, -0.5429], [-2.5306, 1.0170, 1.4200], [-0.3049, 2.1360, -0.8524], [0.4100, 2.3012, 0.3789], [1.3771, 2.7843, 0.5005], [-0.2082, 1.9284, 2.5065], [-2.4022, 1.4488, -1.2519], [0.0408, 2.4577, -1.8337], [0.1329, 0.0345, 0.2165], [0.3104, -0.8601, 2.2952], [0.3138, -2.2094, -0.6444], [0.3407, -1.4076, -1.8479], [-0.9720, -0.8422, -2.0316], [1.1660, -1.3417, -2.5414], [-1.8048, -1.2754, -0.9388], [-1.0266, -2.1319, -0.0877], [-1.3778, -2.6715, 0.7767], [1.1183, -2.8284, -0.2766], [-1.2678, -0.2475, -2.8810], [-2.8534, -1.0673, -0.8024], [3.9647, -0.5557, 0.1726], [2.7970, -0.8360, 0.1011], [1.9851, 0.2405, -0.1809]]
}

***

# 2
{
  "formula": "C10H10CoN2O8P2S",
  "method": "ωB97M-V with the def2-TZVPD basis set",
  "e_tot_ha": -3562.40183,
  "total_charge": 0,
  "homo_lumo_gap_ev": [6.799, 6.966],
  "spin_multiplicity": 2,
  "elements": ["Co", "O", "P", "O", "O", "O", "P", "O", "O", "O", "H", "H", "C", "C", "C", "C", "C", "C", "C", "C", "C", "S", "C", "N", "H", "H", "H", "H", "H", "H", "H", "H", "O", "N"],
  "xyz": [[-1.0751, -0.5814, -0.3109], [-3.5589, 2.4387, 0.8559], [-2.6887, 2.1695, -0.4849], [-3.1974, 2.8791, -1.6476], [-2.4545, 0.6796, -0.4439], [-1.2382, 2.8382, -0.0278], [-0.4849, 2.7000, 1.3457], [-1.2509, 1.5761, 2.1677], [-0.1397, 3.9305, 2.0255], [0.8819, 1.8831, 0.9491], [-4.0899, 3.2387, 0.7522], [-2.2075, 1.7585, 2.2104], [-0.2523, -1.6107, 2.4549], [0.3176, -2.4467, 1.3491], [1.1713, -3.5326, 1.6376], [1.7017, -4.2632, 0.6171], [1.3853, -3.9442, -0.7223], [1.8771, -4.6616, -1.8350], [1.5000, -4.2862, -3.0945], [0.6283, -3.2003, -3.3031], [0.1326, -2.4747, -2.2450], [-0.9649, -1.1243, -2.4225], [0.5239, -2.8543, -0.9396], [0.0204, -2.1240, 0.1065], [-0.5426, -2.2360, 3.2983], [-1.1339, -1.0496, 2.1389], [0.4865, -0.8916, 2.8160], [1.3888, -3.7626, 2.6714], [2.3623, -5.0978, 0.8190], [2.5435, -5.4988, -1.6730], [1.8714, -4.8306, -3.9528], [0.3403, -2.9286, -4.3103], [1.7574, 0.2965, -0.1460], [0.7300, 0.6898, 0.2172]]
}

***

# 3
{
  "formula": "C10H10F2N3",
  "method": "ωB97M-V with the def2-TZVPD basis set",
  "e_tot_ha": -750.65573,
  "total_charge": 1,
  "homo_lumo_gap_ev": [7.252, 7.253],
  "spin_multiplicity": 1,
  "elements": ["C", "C", "C", "C", "C", "C", "C", "C", "C", "C", "N", "N", "N", "F", "F", "H", "H", "H", "H", "H", "H", "H", "H", "H", "H"],
  "xyz": [[2.1567, 0.5887, 1.1935], [1.2638, 1.6107, 1.2731], [2.1024, -0.5219, 0.2958], [0.0537, 1.4061, 0.6136], [-0.0862, 0.2769, -0.2330], [0.9363, -0.6918, -0.4219], [-1.0018, 2.3545, 0.2792], [-1.3009, 0.3669, -0.9913], [-2.0172, 1.5947, -0.6232], [0.8140, -1.7313, -1.3876], [-4.0772, -1.2117, 1.5378], [-2.4542, -1.4552, -0.0435], [-3.1443, -1.3701, 0.8162], [-3.1454, 1.2974, 0.0419], [-2.4417, 2.3213, -1.6874], [3.0812, 0.7817, 1.7353], [1.2614, 2.4122, 1.9466], [2.8411, -1.2272, 0.2162], [-1.5899, 2.7069, 1.1268], [-0.5954, 3.1790, -0.1995], [-1.6489, -0.0731, -1.8779], [1.6952, -1.8329, -1.8424], [0.6561, -2.8559, -0.9277], [0.0447, -1.5720, -2.0271], [-4.0871, -1.8297, 2.3484]]
}

***

# 4
{
  "formula": "C10H10FN",
  "method": "ωB97M-V with the def2-TZVPD basis set",
  "e_tot_ha": -541.46465,
  "total_charge": 0,
  "homo_lumo_gap_ev": [6.812, 5.949],
  "spin_multiplicity": 3,
  "elements": ["C", "C", "C", "C", "C", "C", "C", "C", "C", "C", "N", "F", "H", "H", "H", "H", "H", "H", "H", "H", "H", "H"],
  "xyz": [[3.2299, 0.1074, -0.2577], [2.6167, 1.2225, 0.3759], [2.2106, -0.7523, -0.5210], [1.2851, 1.1084, 0.3242], [-2.6067, 0.7837, -0.3464], [-2.2093, -0.1404, -1.3629], [-2.0880, 0.6483, 0.8699], [-1.1171, -0.8649, -1.2265], [-0.9798, -0.3477, 1.2465], [-0.2473, -0.8747, 0.0598], [1.0064, -0.1640, -0.1371], [0.1693, -2.2188, 0.3857], [4.2403, 0.2458, -0.5522], [3.1435, 2.0811, 0.8793], [2.2013, -1.6721, -1.1472], [0.4613, 1.5775, 0.8302], [-3.4499, 1.3393, -0.4325], [-2.7860, -0.3267, -2.2405], [-2.3902, 1.3463, 1.5364], [-0.9058, -1.6122, -1.9301], [-0.2538, -0.1039, 2.0064], [-1.5306, -1.3826, 1.6399]]
}